1 | This record from OMol25 describes 2 unconnected molecules or ions with the total composition C4H12NO2. The level of theory is ωB97M-V with the def2-TZVPD basis set.

Each line ends with the Löwdin charge.
Element x y z (Å)
C  -1.87332  -1.51275  0.00635  -0.12
C  -0.51748  -1.13326  0.60159  -0.49
C  -0.21171  0.36541  0.54855  -0.24
C  0.39702  0.70052  -0.81494  -0.58
O  1.66255  0.25474  -0.89598  -0.34
N  -0.31553  -1.82352  1.95297  -0.02
H  -1.64371  -2.36008  -0.74230  0.09
H  -2.76078  -1.78011  0.72380  0.09
H  -2.14050  -0.69422  -0.64810  0.03
H  0.29183  -1.56835  0.08201  0.10
H  -1.06138  1.07130  0.73542  0.10
H  0.57614  0.53689  1.33927  0.11
H  -0.40371  0.11925  -1.65081  0.11
H  0.09152  1.87758  -1.05085  0.09
H  -0.93630  -1.23810  2.54683  0.05
H  -0.84382  -2.73748  1.79527  0.06
H  2.86049  3.62450  -2.09988  -0.05
H  3.23503  2.83854  -0.82987  0.11
O  3.59366  3.45915  -1.59933  -0.09

Results
- Total charge: -1
- HOMO energy: -2.809 eV
- Gap between HOMO and LUMO: 6.73 eV

---

2 | This record from OMol25 describes 2 unconnected molecules or ions with the total composition C4H12NO2. The level of theory is ωB97M-V with the def2-TZVPD basis set.

Each line ends with the Löwdin charge.
Element x y z (Å)
C  -1.95927  1.90872  1.06689  -0.20
N  -1.87126  0.53653  0.50708  -0.14
C  -1.26123  -0.34676  1.55651  -0.36
O  -0.53330  -1.43427  1.02388  -0.14
H  -2.61416  1.83316  1.98720  0.07
H  -2.43249  2.65437  0.32981  0.07
H  -0.96025  2.33287  1.25278  0.06
H  -1.17710  0.47613  -0.33938  0.09
H  -0.58044  0.26432  2.17308  0.09
H  -2.09928  -0.76186  2.20302  0.11
H  -0.05195  -1.13012  0.21042  0.00
C  1.25647  -0.66984  -1.76862  -0.49
O  0.45247  -0.06669  -0.79815  -0.35
C  2.64647  -0.93170  -1.25150  -0.15
H  1.43915  0.00259  -2.65576  0.08
H  0.79967  -1.62342  -2.13858  0.09
H  3.22888  -1.47542  -2.04732  0.07
H  2.55662  -1.52341  -0.29122  0.08
H  3.16099  -0.04520  -1.02013  0.03

Results
- Total charge: -1
- HOMO energy: -3.702 eV
- Gap between HOMO and LUMO: 7.96 eV

---

Stability summary - winner: 2; margin: 0.0414 hartree.

---

1 | This record from OMol25 describes 2 unconnected molecules or ions with the total composition C4H12NO2. The level of theory is ωB97M-V with the def2-TZVPD basis set.

Each line ends with the Löwdin charge.
Element x y z (Å)
C  1.96689  0.79645  -0.80668  -0.16
N  0.71593  1.46387  -1.14043  -0.14
C  -0.34160  0.52631  -1.53712  -0.28
C  -1.56096  0.63792  -0.63649  -0.22
C  -1.30691  0.10858  0.83419  -0.52
O  -1.00760  -1.19427  0.89675  -0.33
H  2.53207  0.63355  -1.73073  0.06
H  1.81390  -0.15903  -0.29677  0.07
H  2.59472  1.41001  -0.15413  0.07
H  0.44800  2.05099  -0.36517  0.07
H  0.02276  -0.50047  -1.50029  0.10
H  -0.60642  0.69552  -2.58999  0.09
H  -1.88674  1.68250  -0.49191  0.09
H  -2.38087  0.08142  -1.11164  0.09
H  -0.44143  0.78752  1.10748  0.07
H  -2.21272  0.43339  1.40003  0.08
H  0.97399  -1.23610  1.74647  0.00
H  0.40136  -2.62410  1.83661  0.00
O  1.21726  -2.14338  1.99572  -0.13

Results
- Total charge: -1
- HOMO energy: -2.837 eV
- Gap between HOMO and LUMO: 7.01 eV

---

2 | This record from OMol25 describes 2 unconnected molecules or ions with the total composition C4H12NO2. The level of theory is ωB97M-V with the def2-TZVPD basis set.

Each line ends with the Löwdin charge.
Element x y z (Å)
C  -1.04024  1.30646  -2.30647  -0.11
N  -0.46858  0.99786  -0.94217  -0.29
C  0.80549  1.67536  -0.83876  -0.14
C  -0.56643  -0.41093  -0.54171  -0.20
C  -0.76138  -0.44710  1.00494  -0.44
O  -0.42922  -1.66628  1.53016  -0.38
H  -0.46204  1.21142  -3.22788  0.06
H  -1.34875  2.33251  -2.09578  0.07
H  -1.84125  0.58773  -2.44546  0.06
H  0.64144  2.73426  -1.06623  0.07
H  1.49724  1.32601  -1.65143  0.07
H  1.36918  1.40143  0.05524  0.08
H  -1.36650  -0.80364  -1.15808  0.08
H  0.32319  -0.99919  -0.84916  0.11
H  -1.79250  -0.13773  1.26051  0.08
H  -0.03634  0.24486  1.48714  0.08
H  2.31296  -1.37702  1.24575  -0.02
H  1.05708  -1.80828  2.08082  -0.01
O  2.01612  -1.44645  2.15167  -0.18

Results
- Total charge: -1
- HOMO energy: -2.805 eV
- Gap between HOMO and LUMO: 6.49 eV

---

3 | This record from OMol25 describes 2 unconnected molecules or ions with the total composition C4H12NO2. The level of theory is ωB97M-V with the def2-TZVPD basis set.

Each line ends with the Löwdin charge.
Element x y z (Å)
C  1.20807  0.49340  -1.04726  -0.24
N  0.30596  1.40046  -0.32863  -0.08
C  -0.02835  1.20551  1.12427  -0.48
O  -0.75459  0.06257  1.31352  -0.33
C  0.94708  -1.04762  -0.93190  -0.24
C  1.52247  -1.87985  0.25138  -0.11
H  2.22916  0.53937  -0.84328  0.06
H  1.21383  0.89780  -2.09944  0.11
H  -0.61368  1.30344  -0.58831  0.02
H  -0.56131  2.17897  1.42741  0.08
H  1.05456  1.18303  1.73026  0.11
H  -0.08128  -1.05589  -1.07615  0.06
H  1.45612  -1.40800  -1.78723  0.07
H  2.35049  -1.32217  0.56570  0.02
H  1.76099  -2.90875  -0.23307  0.08
H  0.98020  -2.02145  1.21301  0.07
H  -2.93979  0.70001  -0.65872  -0.06
H  -2.08200  0.00251  0.31681  -0.02
O  -2.84599  -0.12766  -0.31921  -0.10

Results
- Total charge: -1
- HOMO energy: -3.322 eV
- Gap between HOMO and LUMO: 7.49 eV

---

Stability summary - winner: 1; margin: 0.0245 hartree.

---

1 | This record from OMol25 describes 2 unconnected molecules or ions with the total composition C4H12NO2. The level of theory is ωB97M-V with the def2-TZVPD basis set.

Each line ends with the Löwdin charge.
Element x y z (Å)
C  1.71634  -0.67988  0.66786  -0.09
C  0.65086  0.24309  0.13347  -0.48
C  -0.36076  0.82471  1.10906  -0.18
C  -1.32682  1.96703  0.41275  -0.48
O  -0.95417  2.42008  -0.81278  -0.39
N  -0.11277  -0.34148  -1.00243  0.00
H  2.33689  -0.18769  1.41872  0.07
H  2.25161  -1.23028  -0.10339  0.06
H  1.11926  -1.41750  1.22853  0.07
H  1.05846  1.14625  -0.34035  0.12
H  0.00635  1.35090  2.01851  0.08
H  -0.99903  0.03693  1.54546  0.08
H  -1.30529  2.78708  1.16679  0.06
H  -2.33595  1.51744  0.29757  0.06
H  -0.43162  0.52786  -1.48910  0.07
H  -1.04255  -0.65786  -0.71816  0.07
H  0.36973  -3.33965  -1.52281  0.00
H  -0.29894  -1.99223  -1.96379  -0.01
O  -0.34162  -2.97480  -2.04595  -0.12

Results
- Total charge: -1
- HOMO energy: -2.748 eV
- Gap between HOMO and LUMO: 6.60 eV

---

2 | This record from OMol25 describes 2 unconnected molecules or ions with the total composition C4H12NO2. The level of theory is ωB97M-V with the def2-TZVPD basis set.

Each line ends with the Löwdin charge.
Element x y z (Å)
C  0.21871  -1.77533  -0.48104  -0.15
N  0.18641  -0.94070  0.72917  -0.11
C  -2.13017  0.08239  0.52227  -0.11
C  -0.60824  0.31291  0.67671  -0.41
C  -0.18771  1.39003  -0.43945  -0.40
O  0.98568  1.99200  -0.07585  -0.36
H  -0.67567  -2.35977  -0.57013  0.05
H  0.36401  -1.18244  -1.36789  0.05
H  1.09675  -2.42432  -0.43803  0.07
H  1.18110  -0.61385  0.95888  0.10
H  -2.58723  0.96694  0.88974  0.04
H  -2.33055  -0.87202  1.02943  0.06
H  -2.26655  0.07368  -0.59209  0.07
H  -0.45958  0.84259  1.69760  0.14
H  -0.94573  2.23978  -0.30191  0.11
H  0.03429  0.80808  -1.32397  0.07
H  2.24793  1.17969  -0.01515  0.04
H  2.81803  -0.12813  -0.81001  -0.06
O  3.05853  0.40848  -0.08830  -0.22

Results
- Total charge: -1
- HOMO energy: -2.992 eV
- Gap between HOMO and LUMO: 7.01 eV

---

Stability summary - winner: 1; margin: 0.0128 hartree.

---

1 | This record from OMol25 describes 2 unconnected molecules or ions with the total composition C4H12NO2. The level of theory is ωB97M-V with the def2-TZVPD basis set.

Each line ends with the Löwdin charge.
Element x y z (Å)
C  -0.02492  -1.13439  -0.40735  -0.36
N  -1.23548  -0.60683  0.07242  -0.09
C  -2.02908  0.25159  -0.92245  -0.56
O  -1.32909  1.18717  -1.44093  -0.27
C  1.04942  -1.41313  0.61015  -0.28
C  1.85590  -0.19883  0.98083  -0.10
H  0.51946  -0.56319  -1.21705  0.12
H  -0.30810  -2.11709  -0.92244  0.12
H  -1.03127  0.05585  0.86999  0.10
H  -2.89768  0.50062  -0.26595  0.08
H  -2.44743  -0.53814  -1.71296  0.10
H  0.49749  -2.00590  1.37385  0.11
H  1.71555  -2.12213  0.23807  0.07
H  1.18969  0.55910  1.32452  0.06
H  2.45373  0.07857  0.17961  0.05
H  2.53155  -0.40821  1.73717  0.04
H  0.50500  3.20224  -0.25249  -0.02
H  -0.75654  2.35540  -0.45025  -0.03
O  -0.25819  2.91731  0.20527  -0.12

Results
- Total charge: -1
- HOMO energy: -3.274 eV
- Gap between HOMO and LUMO: 7.29 eV

---

2 | This record from OMol25 describes 2 unconnected molecules or ions with the total composition C4H12NO2. The level of theory is ωB97M-V with the def2-TZVPD basis set.

Each line ends with the Löwdin charge.
Element x y z (Å)
C  0.14336  -1.72231  -2.32407  -0.11
C  0.89268  -1.57949  -1.01712  -0.34
N  1.10364  -0.18430  -0.59724  -0.09
C  0.73780  0.02869  0.81835  -0.25
C  0.24135  1.52864  1.03576  -0.46
O  -0.59148  1.58667  2.09712  -0.36
H  0.06550  -2.76478  -2.65934  0.06
H  -0.82878  -1.30655  -2.13278  0.06
H  0.75819  -1.27781  -3.11695  0.07
H  1.81641  -2.17789  -1.01260  0.09
H  0.42596  -2.12227  -0.16997  0.10
H  0.55426  0.49774  -1.10839  0.07
H  0.02315  -0.56929  1.41299  0.09
H  1.62659  -0.30676  1.40104  0.09
H  -0.37171  1.78095  0.09980  0.09
H  1.12189  2.15936  1.12570  0.07
H  -1.95307  2.53030  2.36697  0.01
H  -2.83348  1.53160  1.65767  -0.01
O  -2.93226  2.36749  2.12307  -0.19

Results
- Total charge: -1
- HOMO energy: -2.998 eV
- Gap between HOMO and LUMO: 6.58 eV

---

3 | This record from OMol25 describes 2 unconnected molecules or ions with the total composition C4H12NO2. The level of theory is ωB97M-V with the def2-TZVPD basis set.

Each line ends with the Löwdin charge.
Element x y z (Å)
C  0.86163  -0.46915  -0.29610  -0.31
N  -0.13743  0.54456  -0.59407  -0.07
C  -1.19658  -0.04200  -1.56939  -0.54
O  -1.68926  -1.21262  -1.22670  -0.30
C  2.09435  0.16013  0.38923  -0.27
C  1.86909  0.39966  1.87374  -0.13
H  0.51026  -1.31546  0.31171  0.11
H  1.18129  -0.89101  -1.25692  0.10
H  -0.69257  0.68668  0.24045  0.07
H  -1.90856  0.80934  -1.64940  0.08
H  -0.61022  -0.04837  -2.51606  0.08
H  2.25738  1.08158  -0.17425  0.09
H  2.96034  -0.49183  0.24858  0.09
H  2.41570  -0.30082  2.49603  0.06
H  2.12701  1.40511  2.19864  0.06
H  0.81739  0.30973  2.12192  0.06
H  -3.47366  0.42757  0.23367  0.01
H  -3.36040  -0.77108  -0.69177  -0.01
O  -4.02578  -0.28204  -0.13931  -0.14

Results
- Total charge: -1
- HOMO energy: -3.293 eV
- Gap between HOMO and LUMO: 7.19 eV

---

Stability summary - winner: 3; margin: 0.0179 hartree.